This record from the Open Molecules 2025 dataset describes a structure of composition C55H120F8N9O16S8Sr. The level of theory is ωB97M-V with the def2-TZVPD basis set.

Properties
**HOMO level**: -13.15 eV
**Strongest force on any atom**: 13.08 eV/A
**Calculated total energy**: -7878.228314 Ha
**Charge**: +3

The geometry in XYZ format:
```
217
Properties=species:S:1:pos:R:3:mulliken_charge:R:1
Sr -2.844 0.426 -1.338 3.004
C 1.949 1.677 4.686 -0.898
C 1.475 1.159 6.058 -0.745
C -0.081 0.816 6.039 -0.531
C -0.279 -0.760 5.771 -0.225
N -1.788 -1.149 5.867 0.874
C -2.581 -0.327 4.833 -0.821
C -3.762 -1.138 4.459 -0.148
C -3.520 -2.600 4.853 -0.772
C -2.110 -2.593 5.337 -0.071
C -2.352 -0.893 7.301 -0.961
C -1.634 -1.738 8.383 -0.022
C -1.856 -1.275 9.845 -1.431
H 3.015 1.771 4.480 0.426
H 1.446 2.533 4.238 0.276
H 1.683 0.837 4.045 0.026
H 1.762 1.833 6.866 0.451
H 2.015 0.228 6.234 0.267
H -0.671 1.386 5.322 0.405
H -0.427 1.095 7.034 0.306
H 0.266 -1.460 6.404 0.410
H 0.051 -0.913 4.743 -0.232
H -2.880 0.696 5.060 0.505
H -1.918 -0.240 3.973 -0.034
H -4.739 -0.799 4.800 0.536
H -3.902 -1.070 3.380 -0.151
H -4.278 -2.875 5.586 0.313
H -3.650 -3.246 3.985 0.411
H -1.813 -3.224 6.174 0.675
H -1.474 -2.715 4.460 -0.270
H -3.369 -1.284 7.292 0.546
H -2.196 0.167 7.501 0.501
H -0.574 -1.846 8.157 0.108
H -1.960 -2.778 8.349 0.352
H -1.769 -0.190 9.888 0.358
H -1.251 -1.887 10.515 0.390
H -2.841 -1.524 10.240 0.352
C -0.140 -5.705 -5.007 -1.699
C 0.328 -4.525 -4.128 0.705
C 1.743 -4.764 -3.859 -1.403
C 2.440 -3.562 -3.224 -0.226
N 3.882 -3.682 -2.557 0.408
C 4.420 -2.320 -2.010 -0.377
C 5.293 -1.650 -3.111 -0.082
C 5.301 -2.613 -4.225 -1.053
C 4.933 -3.928 -3.649 -0.743
C 3.914 -4.850 -1.540 -1.053
C 2.952 -4.594 -0.349 0.587
C 1.554 -5.332 -0.339 -1.147
H 0.322 -5.851 -5.983 0.431
H -1.179 -5.528 -5.283 0.382
H 0.056 -6.719 -4.657 0.422
H -0.245 -4.455 -3.204 -0.476
H 0.300 -3.623 -4.739 0.350
H 2.298 -4.893 -4.788 0.440
H 1.987 -5.578 -3.177 0.463
H 1.919 -3.194 -2.340 -0.087
H 2.462 -2.651 -3.822 0.717
H 5.094 -2.648 -1.218 0.318
H 3.652 -1.792 -1.446 0.112
H 6.330 -1.444 -2.845 0.495
H 4.783 -0.706 -3.303 -0.102
H 6.255 -2.653 -4.750 0.439
H 4.559 -2.270 -4.946 0.351
H 5.819 -4.306 -3.139 0.565
H 4.515 -4.651 -4.350 0.455
H 4.923 -4.715 -1.151 0.650
H 3.935 -5.852 -1.968 0.582
H 2.874 -3.507 -0.346 -0.559
H 3.468 -4.704 0.605 0.593
H 0.927 -5.257 -1.228 0.040
H 0.852 -5.116 0.466 0.281
H 1.761 -6.398 -0.251 0.454
C -4.417 -2.785 0.793 -0.070
C -5.632 -2.758 1.671 -0.755
C -6.912 -2.915 0.888 0.387
C -8.187 -2.797 1.698 -1.951
N -9.532 -2.872 0.967 0.926
C -9.705 -4.217 0.243 -0.594
C -11.148 -4.647 0.489 -0.640
C -11.333 -4.289 1.941 -0.647
C -10.715 -2.894 1.965 -0.702
C -9.666 -1.734 -0.102 -1.111
C -9.550 -0.226 0.373 -0.081
C -9.689 0.854 -0.726 -1.318
H -4.294 -1.973 0.077 -0.263
H -4.256 -3.691 0.209 0.643
H -3.648 -2.635 1.550 -0.215
H -5.708 -1.878 2.310 0.305
H -5.601 -3.536 2.434 0.326
H -6.793 -3.857 0.352 0.467
H -6.935 -2.204 0.062 -0.131
H -8.253 -1.831 2.199 0.493
H -8.171 -3.523 2.510 0.621
H -9.494 -4.013 -0.807 0.261
H -9.007 -4.863 0.775 0.441
H -11.731 -4.142 -0.281 0.319
H -11.295 -5.724 0.402 0.383
H -12.334 -4.059 2.306 0.373
H -10.811 -4.925 2.656 0.298
H -11.533 -2.213 1.731 0.453
H -10.289 -2.646 2.937 0.364
H -10.623 -1.873 -0.605 0.608
H -8.851 -1.919 -0.802 0.449
H -8.591 -0.115 0.879 0.031
H -10.370 -0.164 1.089 0.381
H -9.992 1.808 -0.294 0.359
H -10.424 0.600 -1.490 0.398
H -8.745 1.010 -1.249 0.240
C 7.590 7.916 -2.283 -1.197
C 8.435 6.696 -1.969 -0.598
C 7.770 5.549 -1.194 -0.254
C 8.685 4.310 -0.936 -0.798
N 7.964 3.274 -0.075 0.681
C 7.613 3.887 1.340 -0.819
C 7.926 2.780 2.360 -0.630
C 9.079 2.018 1.796 -0.682
C 8.951 2.137 0.264 -0.544
C 6.644 2.720 -0.709 -0.862
C 5.891 1.629 0.081 -0.459
C 4.593 1.147 -0.547 -1.171
H 7.292 8.439 -1.374 0.358
H 6.727 7.561 -2.845 0.192
H 8.178 8.613 -2.879 0.396
H 9.342 7.050 -1.479 0.391
H 8.709 6.284 -2.940 0.351
H 6.865 5.254 -1.726 0.217
H 7.505 5.985 -0.230 0.308
H 9.608 4.548 -0.407 0.502
H 8.765 3.774 -1.882 0.372
H 6.626 4.339 1.433 0.338
H 8.349 4.656 1.574 0.534
H 7.097 2.081 2.476 0.126
H 8.144 3.028 3.399 0.567
H 9.247 0.974 2.058 0.315
H 9.997 2.533 2.079 0.341
H 8.715 1.144 -0.118 0.357
H 9.915 2.437 -0.147 0.387
H 6.892 2.314 -1.690 0.376
H 5.969 3.575 -0.741 0.359
H 5.633 2.086 1.037 0.269
H 6.441 0.721 0.327 0.424
H 4.696 0.760 -1.561 0.011
H 3.950 2.026 -0.598 0.313
H 4.069 0.363 -0.001 0.438
C 0.297 3.440 -8.839 -1.248
C -0.052 4.147 -7.540 -0.495
C 1.222 4.287 -6.601 -0.333
C 0.746 5.052 -5.397 -1.479
N 1.677 5.233 -4.165 0.471
C 2.827 6.254 -4.437 -0.474
C 2.685 7.443 -3.462 -0.519
C 1.887 6.806 -2.348 -0.639
C 0.859 5.927 -3.064 -0.542
C 2.246 3.804 -3.754 -1.274
C 1.173 2.721 -3.516 0.461
C 1.762 1.379 -3.138 -1.411
H 0.629 2.468 -8.475 0.300
H 1.107 4.025 -9.275 0.321
H -0.563 3.317 -9.499 0.384
H -0.912 3.683 -7.058 0.362
H -0.375 5.145 -7.836 0.369
H 1.977 4.794 -7.203 0.402
H 1.616 3.308 -6.330 0.355
H -0.077 4.619 -4.829 0.494
H 0.405 6.040 -5.707 0.609
H 3.718 5.679 -4.188 0.315
H 2.820 6.562 -5.483 0.289
H 3.650 7.863 -3.178 0.306
H 2.064 8.246 -3.857 0.337
H 2.355 6.204 -1.568 0.307
H 1.340 7.641 -1.911 0.408
H 0.421 5.193 -2.387 0.194
H 0.168 6.488 -3.694 0.510
H 2.798 3.951 -2.825 0.753
H 2.878 3.430 -4.559 0.495
H 0.573 2.468 -4.390 0.191
H 0.457 3.058 -2.767 0.040
H 1.154 0.523 -2.843 0.218
H 2.422 1.496 -2.279 -0.035
H 2.407 0.963 -3.912 0.492
N 1.779 -3.118 5.571 0.039
S 1.524 -3.912 4.133 0.967
O 0.171 -3.939 3.626 -0.502
O 2.529 -4.912 3.780 -0.602
F 2.093 -2.792 3.190 -0.219
S 1.459 -4.249 6.444 0.848
O 2.469 -5.280 6.764 -0.623
O 0.046 -4.599 6.479 -0.548
F 1.531 -3.372 7.820 -0.346
N -3.607 -1.524 -2.536 -0.233
S -4.858 -2.245 -3.079 0.711
O -5.319 -3.460 -2.387 -0.472
O -5.126 -2.088 -4.532 -0.601
F -5.916 -1.165 -2.567 -0.219
S -2.700 -2.836 -3.063 0.742
O -2.692 -3.211 -4.456 -0.544
O -2.456 -3.848 -2.018 -0.594
F -1.369 -2.069 -2.891 -0.146
N -0.773 0.040 -0.120 0.611
S 0.324 0.824 0.453 0.351
O 1.588 0.702 -0.177 -0.507
O 0.218 1.356 1.811 -0.474
F -0.127 2.182 -0.387 -0.445
S -0.180 -1.366 0.699 0.025
O -0.239 -1.356 2.193 -0.469
O 0.949 -2.011 0.086 -0.486
F -1.411 -2.309 0.201 -0.114
N -4.136 1.837 0.104 -0.414
S -5.606 2.221 0.192 0.778
O -5.873 3.517 -0.428 -0.618
O -6.334 1.767 1.330 -0.540
F -6.099 1.069 -0.785 -0.246
S -3.614 2.620 1.533 0.749
O -3.045 1.668 2.474 -0.375
O -4.311 3.830 1.972 -0.527
F -2.321 3.348 0.884 -0.271
```